Density functional theory data (wB97M-V/def2-TZVPD) for 7 unconnected molecules or ions with the total composition H16NO6 at a distorted geometry.

XYZ file:
```
23
Properties=species:S:1:pos:R:3:forces:R:3
H 2.7390 -2.0119 -0.4035 1.80 0.23 -1.09
H -0.7700 4.4511 0.2555 -0.29 -0.11 -0.46
O 1.9530 -1.9309 0.0805 -2.98 2.27 1.71
O -2.6730 -1.6899 0.6425 -1.09 -3.08 -3.59
O -0.5430 -0.9589 2.4745 1.67 -0.71 1.62
H 1.7370 -0.9479 0.2445 1.21 -2.56 -0.65
H -1.8060 -2.1329 -2.3695 0.94 1.57 -0.19
H 0.0170 -0.6629 3.2445 -1.00 0.26 -0.97
H -2.2890 -1.4519 1.4295 1.35 0.66 3.21
O 2.7500 1.7771 -1.2065 -0.80 -2.22 -5.67
H 0.4850 0.9411 0.3355 5.73 0.24 0.56
H -0.7630 1.1491 0.8255 -1.70 -0.60 -0.94
H -0.4080 -2.2649 -1.8645 -0.94 2.20 -1.24
H 3.2130 1.8551 -0.4505 2.64 0.67 4.14
H -0.4900 1.1401 -0.8115 -0.90 2.37 -3.63
N -0.3430 0.6841 -0.0035 -3.41 -1.68 3.24
O -0.5230 3.6901 -0.2865 -0.73 -0.99 -0.90
H -0.5690 -0.3029 -0.1245 -0.01 -0.37 0.41
H -0.3330 -1.9149 2.5875 -0.47 0.53 -0.67
H -2.5990 -2.7029 0.5575 -0.22 2.50 0.40
H -1.1970 3.5321 -1.0065 0.93 0.96 1.36
H 3.4080 1.2891 -1.8405 -1.95 1.46 1.67
O -0.9970 -1.5369 -2.3095 0.20 -3.61 1.64
```
Forces are in eV/Å.

Net charge: +1
Lowest unoccupied orbital energy, eV: -3.374
Frontier orbital gap, eV: 11.30
Spin multiplicity: 1
Energy above the lowest of the compared OMol25 structures with the same formula, charge and spin, kJ/mol: 359.31
Electronic energy, eV: -14027.2470
HOMO, eV: -14.67